ORCA calculation (ωB97M-V/def2-TZVPD) on a molecular structure, C18H58F6N12O17SY at a distorted geometry.

Geometry as XYZ:
```
113
Properties=species:S:1:pos:R:3:forces:R:3
Y -2.04371 -8.85610 3.96755 0.13 0.31 0.23
C -4.13169 -3.27945 8.64612 -0.86 0.62 1.22
F -3.68051 -2.37967 7.78344 -0.04 0.01 -0.01
F -3.13413 -3.79112 9.32566 1.60 -1.80 -1.03
F -4.76795 -2.68810 9.68012 -1.45 0.56 -1.32
S -5.30502 -4.48955 7.69655 0.19 -0.52 -2.19
O -4.43859 -5.47648 6.93105 -0.94 1.53 1.85
O -6.15275 -5.00964 8.74402 0.72 0.24 -0.89
O -5.95381 -3.70567 6.59386 0.96 -0.72 2.19
C 0.77376 -2.34736 3.22588 -1.25 -3.38 -2.00
O 0.94942 -1.91155 1.90965 0.62 0.38 1.31
O 0.30045 -3.68369 3.03704 1.50 3.26 1.81
C 2.00802 -2.06167 4.21391 1.98 -0.16 -1.48
F 2.00837 -2.75413 5.33587 -1.01 0.44 0.02
F 3.17523 -2.38301 3.60418 -0.67 -0.22 -0.27
F 2.12067 -0.73397 4.42510 -0.90 -0.59 0.39
C 0.60767 -0.57393 1.54627 1.18 0.30 -1.88
C 1.27313 -0.42347 0.13796 -0.54 0.47 0.58
H 1.07817 0.59509 -0.19764 -0.17 -0.06 -0.25
H 2.35371 -0.55262 0.07661 -0.02 -0.09 0.67
H 0.85097 -1.14685 -0.55961 -0.24 0.16 0.06
H 0.96189 0.18244 2.24665 0.33 -0.25 0.27
H -0.46353 -0.40240 1.44038 -0.22 -0.50 0.06
H -0.06714 -1.78383 3.63012 -0.71 0.14 0.76
C -0.97836 0.00140 -7.71795 0.30 1.37 -0.39
C -2.38421 0.19587 -8.31888 0.17 -2.67 0.35
C -2.79897 1.52721 -8.90949 1.77 -0.84 -0.48
O -2.72856 2.49199 -7.92642 0.35 0.28 1.17
C -2.73790 3.80012 -8.41750 -0.16 0.33 0.06
N -2.49619 -0.88371 -9.34102 -0.61 -0.33 0.01
H -0.83778 0.85962 -7.06083 0.30 -0.27 0.43
H -0.12693 -0.02062 -8.39816 -0.24 0.23 -0.52
H -0.91555 -0.95079 -7.19118 -0.31 0.16 0.28
H -2.92243 -0.07631 -7.41096 -1.12 0.45 -0.11
H -3.74852 1.53536 -9.44466 -0.35 -0.30 0.18
H -2.01883 1.68548 -9.65409 0.08 0.38 -0.51
H -3.03954 4.44128 -7.58923 -0.74 0.04 -0.29
H -3.36142 3.78221 -9.31137 -0.42 0.80 0.13
H -1.78548 4.25084 -8.69651 0.62 -0.68 -0.26
H -2.27909 -1.77218 -8.91256 1.28 -0.06 0.42
H -3.44090 -1.18926 -9.52616 -0.92 1.12 -0.48
C -3.05200 11.11293 -1.63515 -0.86 0.35 -0.54
C -3.39561 9.65472 -1.85246 1.57 0.21 0.08
C -2.30619 8.80912 -1.15407 -0.99 0.32 0.60
O -1.08883 8.92462 -1.80110 1.17 0.18 0.10
C -0.85231 7.90677 -2.69176 0.55 -0.53 -2.04
N -4.63644 9.36584 -1.25763 -2.29 -0.75 0.95
H -3.80449 11.76837 -2.07362 -0.12 -0.04 -0.50
H -2.09789 11.38835 -2.08450 0.09 -0.03 0.58
H -3.20523 11.31966 -0.57596 0.84 -0.01 0.20
H -3.45312 9.35672 -2.89935 0.65 0.29 -0.41
H -2.68599 7.79806 -1.00700 0.22 -0.57 -0.59
H -2.11681 9.10183 -0.12133 -0.37 0.67 0.06
H 0.06670 7.96502 -3.27497 1.05 0.52 1.15
H -1.42797 8.02609 -3.60963 -1.45 -0.59 0.22
H -0.87195 6.91820 -2.23302 -0.39 -0.12 -0.12
H -5.33609 10.08470 -1.37518 0.23 0.53 0.10
H -5.07874 8.59047 -1.73015 0.09 -0.45 0.16
O 1.33567 -5.71043 -1.46928 0.17 -0.16 -0.03
H 1.26001 -5.30029 -0.60772 0.01 0.11 0.25
H 0.59423 -5.36415 -1.96586 -0.18 0.07 -0.19
O -1.44278 4.17790 4.76131 -0.20 -0.13 0.04
H -0.71110 4.55665 5.24858 0.15 0.15 0.18
H -1.05889 3.89948 3.92984 0.05 -0.02 -0.23
O 8.39070 -0.49873 0.66936 0.13 0.12 -0.10
H 8.33906 -0.65614 1.61211 0.05 -0.02 0.24
H 7.63306 -0.95833 0.30745 -0.20 -0.14 -0.16
O 6.24292 -3.86228 -1.43064 -0.03 0.28 0.06
H 5.53919 -4.50323 -1.53150 -0.23 -0.15 -0.06
H 7.04249 -4.38733 -1.39524 0.26 -0.10 -0.01
O -0.24275 -8.00287 7.56391 -0.22 -0.14 -0.48
H 0.20143 -8.56284 8.20058 0.11 -0.22 0.16
H -0.07673 -7.11164 7.87113 -0.02 0.30 0.07
C -4.84889 2.27539 -1.90069 0.03 -1.55 -3.40
O -5.00041 1.13396 -2.21390 0.17 -3.35 -0.83
N -4.44182 3.23546 -2.66375 1.98 2.92 -3.43
N -5.18377 2.75562 -0.79733 -2.75 1.55 8.66
H -4.20010 3.05421 -3.62751 -0.07 0.41 0.27
H -4.54701 4.14674 -2.24113 0.51 0.08 -1.25
H -5.64583 2.11510 -0.16777 0.08 0.30 0.07
H -5.25014 3.73716 -0.56870 0.07 -0.42 -0.05
C -5.17842 -4.74591 0.10522 2.72 -4.78 0.54
O -4.73539 -5.67173 0.79696 -0.46 -0.27 -0.16
N -5.25488 -4.72281 -1.19854 0.14 -0.75 -4.10
N -5.53720 -3.62090 0.53975 -2.17 6.04 3.82
H -4.76637 -5.37980 -1.79000 -0.18 0.19 0.23
H -5.55726 -3.83206 -1.56629 0.10 -0.73 -0.76
H -5.81935 -3.51775 1.50404 0.31 0.22 -0.21
H -5.53334 -2.82700 -0.08459 -0.37 0.02 0.70
C 6.86035 0.76042 8.88111 5.42 -3.30 1.38
O 7.70397 0.06482 9.44417 0.00 0.02 0.16
N 5.69684 0.99381 9.27278 -6.66 0.51 3.64
N 7.01080 1.33659 7.75476 2.36 3.07 -6.92
H 5.37432 0.38379 10.01031 -0.65 0.54 -0.13
H 5.15133 1.51807 8.60369 -0.93 -0.49 1.23
H 7.84989 1.32797 7.19266 0.01 -0.24 0.60
H 6.24026 1.80396 7.29878 0.45 -0.10 0.04
C 7.02588 0.98541 -5.46123 1.21 2.19 0.78
O 7.63430 1.97224 -5.76598 1.63 1.65 -1.17
N 5.76303 0.84716 -5.68704 -4.68 -1.55 -0.98
N 7.52287 0.07224 -4.65656 2.17 -2.72 2.13
H 5.23669 1.42673 -6.32513 0.41 -0.18 0.16
H 5.38519 -0.03274 -5.36592 -0.62 0.39 -0.47
H 8.41372 0.28804 -4.23241 -0.18 -0.10 -0.22
H 7.01212 -0.69904 -4.25114 0.07 0.31 -0.21
C 4.22218 -9.61705 3.62961 -3.03 0.69 0.09
O 3.01163 -9.61133 3.55867 -1.89 0.56 -0.34
N 4.96432 -8.59949 3.98453 2.69 3.05 1.13
N 4.90766 -10.68565 3.40931 3.03 -3.79 -0.81
H 5.95075 -8.77908 4.10624 -0.20 0.42 -0.05
H 4.70822 -7.62363 4.03171 -0.52 -0.59 0.01
H 5.91078 -10.60533 3.49536 -0.22 -0.62 -0.35
H 4.51703 -11.49280 2.94453 -0.01 0.31 0.33
```
Forces are in eV/Å.

Results
- total charge = +1
- HOMO-LUMO gap (eV) = 1.19
- LUMO level (eV) = -9.169

Here are the Löwdin charges for atoms 1 to 5, given in e: Y 1.22; C -0.65; F 0.14; F 0.15; F 0.12

=====

ORCA calculation (ωB97M-V/def2-TZVPD) on 12 unconnected molecules or ions with the total composition C18H58O15P at a distorted geometry.

Geometry as XYZ:
```
92
Properties=species:S:1:pos:R:3:forces:R:3
P -0.26837 0.11404 -0.42105 2.95 -2.63 4.92
O -0.65737 -1.05696 -1.19505 -1.20 -5.14 -2.41
O -0.55637 -0.34796 1.11095 1.02 0.87 -2.65
O -1.08737 1.19504 -0.85605 -2.83 5.09 -0.78
O 1.21263 0.36704 -0.65305 0.93 0.41 0.91
C 4.19663 -2.94896 -1.98705 -3.14 -1.22 2.40
C 2.85863 -2.19396 -1.81205 0.75 1.15 -3.04
O 3.13063 -0.79696 -1.83005 2.87 -1.20 -2.31
H 4.77963 -2.45296 -1.22605 0.85 -0.35 0.02
H 4.47963 -2.77996 -2.94505 1.57 0.39 -2.89
H 4.00063 -4.07096 -1.81505 0.56 1.62 -0.08
H 2.60863 -2.31696 -0.87505 -1.73 -1.46 5.08
H 1.97663 -2.49596 -2.40505 0.67 0.10 -0.40
H 2.40163 -0.29696 -1.51405 -1.91 0.56 0.67
C -0.83037 5.64004 -0.59205 2.23 0.46 -1.79
C -0.44337 4.22704 -0.48305 -4.57 -2.47 -2.29
O -1.67137 3.53504 -0.05705 1.52 0.58 0.16
H -1.04337 5.94804 0.37795 -1.48 0.64 1.72
H -1.67137 5.79004 -1.37805 1.76 0.08 1.39
H 0.18263 6.14404 -0.66905 -1.15 0.36 -1.17
H 0.35763 3.79104 -0.05705 3.15 0.19 3.65
H -0.10937 3.64304 -1.34805 -0.79 1.07 -1.72
H -1.36237 2.60604 -0.23205 -1.06 -0.19 0.11
C -4.98737 0.94404 1.71595 0.03 0.27 0.03
C -3.50037 0.91504 1.25395 -1.57 0.80 6.59
O -2.91137 -0.20696 1.92395 -1.97 1.21 -0.27
H -5.39737 0.06704 1.25395 -0.65 -1.02 0.63
H -5.56737 1.70904 1.24595 -0.02 1.08 -0.88
H -5.27337 1.15004 2.78195 0.88 -1.00 -0.57
H -3.12737 1.90504 1.57695 0.74 -0.51 -0.21
H -3.54737 0.90204 0.26595 0.45 -0.49 -4.59
H -2.02337 -0.28096 1.55095 1.33 -0.27 -0.26
C 0.76163 -5.53096 -0.38105 0.04 -1.49 -8.21
C 0.24063 -4.14696 -0.33205 -0.72 -3.23 -1.55
O -0.13437 -3.69596 -1.54505 -1.04 1.91 -0.98
H 0.92063 -5.89696 0.46995 1.69 -2.51 7.47
H 1.71463 -5.66896 -0.97805 -0.55 0.82 0.66
H 0.24263 -6.48496 -0.85605 -0.40 2.31 0.41
H 0.97063 -3.61096 0.07295 3.67 2.63 1.65
H -0.46437 -4.09596 0.41095 -2.63 0.07 1.78
H -0.39937 -2.74696 -1.31605 0.29 -0.93 -0.97
C 3.73963 4.32904 -1.20605 1.24 -1.90 1.54
C 3.26363 2.83404 -0.74405 -3.17 3.22 0.40
O 2.10663 2.52404 -1.55105 1.68 1.78 0.27
H 2.95263 5.04404 -1.31105 -0.80 0.17 -0.14
H 4.38263 4.32404 -2.12705 -0.71 -0.22 0.73
H 4.36863 4.66804 -0.34905 -0.10 0.09 -0.63
H 4.03463 2.21204 -1.04005 1.73 -1.63 0.13
H 2.96463 2.75904 0.43795 1.10 0.28 -2.84
H 1.72263 1.72904 -1.15805 -0.76 -1.09 0.16
C -0.76837 -3.68796 4.35895 6.23 2.82 -0.38
C -1.01137 -2.55496 3.38095 0.86 -3.40 -2.76
O 0.11363 -2.28196 2.58295 0.51 -1.90 1.56
H 0.16763 -3.31196 5.07195 -2.52 -1.39 -1.28
H -0.50837 -4.61796 3.87995 0.83 -0.10 -0.66
H -1.61637 -3.95196 4.78795 -3.94 -0.56 2.95
H -1.50737 -1.75296 3.70495 -0.99 3.80 2.40
H -1.87837 -2.93396 2.83595 -0.08 -0.54 -1.26
H 0.01763 -1.59196 1.90195 -0.95 0.76 -0.29
C 0.94263 3.26604 3.34195 1.00 -0.28 2.84
C 0.23163 2.34804 2.40295 -0.27 -0.99 -1.65
O 0.11963 1.04704 2.95695 0.37 1.35 0.43
H 0.32063 3.60504 4.24395 0.78 -0.70 -1.05
H 1.25663 4.13104 2.86795 -0.03 2.22 -1.39
H 2.00563 2.97204 3.71295 -1.93 -0.58 -0.34
H 0.88263 2.27204 1.42095 -1.26 0.26 1.53
H -0.82337 2.76804 2.10895 1.91 -0.51 0.42
H -0.07037 0.45504 2.14995 -0.28 -0.01 0.40
C -3.23237 -2.55096 -0.33605 -2.66 2.45 -1.62
O -2.75637 -2.36996 -1.66405 -2.28 -3.24 -0.86
H -4.16137 -3.23096 -0.21005 1.47 0.84 -0.73
H -3.54937 -1.47696 -0.21005 -0.18 -1.27 1.62
H -2.49037 -2.83996 0.34095 1.22 -0.40 1.17
H -2.07237 -1.73096 -1.59405 1.41 1.32 0.34
C 0.47663 -0.04696 -3.99105 -2.28 -2.54 6.12
O -0.14437 -1.31396 -3.60705 0.18 0.89 0.88
H 1.21063 0.43404 -3.36105 0.63 -0.79 2.25
H -0.06537 0.80004 -3.95505 -3.20 2.57 -1.31
H 1.15863 -0.17896 -4.64105 3.73 -1.23 -6.30
H -0.44037 -1.39596 -2.52405 1.37 1.67 -2.77
C -3.18537 0.84004 -3.46805 0.05 -0.29 2.09
O -2.76137 1.84404 -2.58405 -1.39 1.24 -0.32
H -2.76237 1.19204 -4.38905 -0.01 -1.11 -1.26
H -4.29137 0.80504 -3.47105 0.21 0.13 -0.36
H -2.86337 -0.13296 -3.00305 -0.03 0.49 -1.44
H -2.03637 1.51604 -2.04205 0.56 -0.22 0.74
C 2.86763 -0.76896 1.90995 -6.47 1.41 0.06
O 3.17963 0.31904 1.12195 0.07 0.57 -1.91
H 3.68563 -1.17596 2.32095 3.13 -1.38 1.87
H 2.03963 -0.35796 2.68795 2.06 -1.40 -1.00
H 2.29263 -1.59696 1.38595 0.73 0.82 0.19
H 2.48963 0.34804 0.36695 0.69 0.00 1.26
```
Forces are in eV/Å.

Results
- ΔE to the lowest compared entry with this formula, charge and spin (eV) = 0.0000
- total charge = -3
- HOMO-LUMO gap (eV) = 7.10
- LUMO level (eV) = 6.647

Here are the Löwdin charges for atoms 1 to 5, given in e: P 0.11; O -0.28; O -0.33; O -0.23; O -0.32